A molecular structure, C31H35AsIrN7O8S2 in a non-equilibrium geometry, computed with ωB97M-V/def2-TZVPD.

Geometry as XYZ:
```
85
Properties=species:S:1:pos:R:3:forces:R:3:lowdin_charge:R:1
Ir -0.050643 -0.427897 -0.563564 1.38 0.10 0.07 1.211
O 1.705176 -0.832876 3.366999 0.11 -0.08 -0.22 0.048
C 1.217963 -0.609642 2.266961 -0.43 0.58 0.44 -0.652
O 1.534508 -1.053443 1.124177 -0.51 -0.69 -0.81 -0.145
C 0.106760 0.460147 2.216950 0.00 -0.06 -0.19 -0.161
C -0.468766 1.082718 3.314152 0.10 0.22 0.07 0.038
C -1.471326 2.017705 3.113402 1.10 0.38 0.20 -0.047
C -1.883571 2.332726 1.821086 1.41 0.61 -0.79 0.002
C -1.281972 1.673629 0.773276 -0.20 0.56 0.12 -0.163
N -0.297408 0.786824 0.993579 0.05 -0.23 -0.01 -0.040
C -1.661909 1.847300 -0.684601 1.41 -0.44 0.25 -0.520
O -2.387715 2.743150 -1.052484 4.08 0.27 -0.55 0.051
O -1.084935 0.991699 -1.497882 -0.89 0.15 -0.10 -0.179
H -0.134152 0.791604 4.299954 0.01 0.00 -0.01 0.130
H -1.959585 2.480804 3.959926 0.33 0.16 -0.09 0.126
H -2.676759 3.038447 1.613900 0.88 -0.04 0.17 0.098
C -0.455115 0.029528 -4.137360 0.05 -0.02 0.03 -0.005
C -0.496790 -1.325542 -3.528083 -0.26 -0.03 -0.14 -0.309
N -0.255815 -1.687641 -2.280766 0.33 0.15 0.61 -0.053
C -0.399678 -3.057698 -2.199332 0.09 -0.12 -0.07 -0.080
C -0.767703 -3.528683 -3.412257 -0.06 0.07 0.07 -0.044
N -0.839952 -2.427448 -4.242335 0.24 -0.07 -0.05 -0.022
C -1.292113 -2.462500 -5.616809 -0.11 -0.03 0.09 -0.062
N -2.396099 -1.564302 -5.810590 -0.07 -0.05 -0.01 -0.075
N -2.349999 -0.620667 -6.780819 0.02 -0.04 -0.03 0.054
N -3.409718 0.085554 -6.736687 0.00 0.05 -0.03 0.077
C -4.197792 -0.369886 -5.699659 0.02 -0.09 0.08 -0.232
C -5.434191 0.081232 -5.227480 0.02 0.00 0.00 -0.010
C -5.961400 -0.568383 -4.136798 -0.02 0.02 0.02 -0.078
C -5.283565 -1.638741 -3.514825 0.01 0.00 0.00 -0.070
C -4.068261 -2.097833 -3.968404 -0.02 -0.02 0.02 0.000
C -3.545928 -1.439953 -5.086543 0.00 0.12 -0.05 -0.172
H 0.199239 0.672167 -3.559384 0.00 0.01 0.02 0.025
H -1.447928 0.480975 -4.147243 0.00 0.01 -0.01 0.091
H -0.086412 -0.034606 -5.161701 -0.02 0.03 0.00 0.086
H -0.223401 -3.572433 -1.271347 -0.03 0.01 -0.06 0.102
H -0.989293 -4.521715 -3.761062 0.02 0.00 0.00 0.123
H -1.597418 -3.491252 -5.810840 0.04 0.01 -0.07 0.141
H -0.516610 -2.176443 -6.325084 0.01 0.06 0.02 0.141
H -5.939760 0.909743 -5.703783 0.00 0.00 0.00 0.115
H -6.913212 -0.252722 -3.731060 0.00 0.01 -0.01 0.105
H -5.734128 -2.106820 -2.649238 0.01 0.00 0.00 0.107
H -3.549186 -2.907745 -3.473944 0.01 0.00 0.00 0.105
C 4.206968 2.593355 -1.464351 -0.06 0.02 0.03 -0.258
As 2.630241 2.009086 -0.526671 -0.05 -0.08 0.05 0.805
C 3.185063 1.795852 1.305867 0.03 0.04 -0.10 -0.214
C 1.357198 3.466188 -0.590953 0.06 -0.04 0.04 -0.211
S 1.973265 0.247364 -1.529524 0.22 0.27 -0.14 0.284
H 4.572387 3.517980 -1.019678 0.01 -0.01 0.00 0.041
H 3.957994 2.754336 -2.510779 -0.01 -0.01 0.00 0.039
H 4.964715 1.816964 -1.384280 0.00 -0.01 0.00 0.043
H 3.864684 2.615655 1.540140 0.01 -0.03 0.03 0.045
H 3.677081 0.832127 1.416589 -0.01 -0.01 -0.01 0.056
H 2.325295 1.834691 1.967165 -0.06 -0.01 0.01 0.029
H 1.856918 4.351731 -0.980196 -0.01 0.01 0.00 0.041
H 0.981149 3.667768 0.410715 -0.01 -0.03 0.00 0.043
H 0.532791 3.187224 -1.243422 0.04 -0.01 -0.03 0.028
C -4.445846 5.471411 -1.401818 -0.01 -0.04 -0.01 -0.039
C -4.486068 4.281259 -0.485799 -0.51 -0.13 -0.11 -0.253
C -4.667158 4.430050 0.887684 -0.01 -0.21 0.15 -0.027
C -4.666407 3.331789 1.730275 -0.70 0.47 0.12 -0.102
C -4.491361 2.061754 1.196450 -0.78 -0.37 -0.53 -0.299
C -4.332492 1.888097 -0.169612 -1.85 -0.45 0.86 -0.050
C -4.325241 2.998620 -0.997485 -2.27 0.61 -0.03 -0.088
S -4.448273 0.741475 2.373679 -0.84 -0.57 -0.71 0.683
O -3.391336 1.038239 3.311141 -1.56 -0.91 0.69 -0.309
O -5.757783 0.505099 2.911879 0.05 0.05 0.11 -0.271
N -4.057755 -0.529304 1.409004 -0.37 0.37 0.38 -0.131
C -3.835846 -1.797794 2.118336 -0.13 0.04 0.03 -0.202
C -3.156805 -2.779482 1.177157 -0.13 -0.16 -0.03 -0.077
C -1.825063 -2.314894 0.641996 0.13 0.10 -0.07 -0.591
O -0.834443 -3.021101 0.647391 -0.17 0.03 0.18 0.034
O -1.849150 -1.098363 0.134590 0.28 -0.65 -0.08 -0.205
H -4.505816 6.404854 -0.843568 0.00 0.00 0.00 0.074
H -5.276040 5.449305 -2.110019 0.01 0.01 -0.02 0.083
H -3.521469 5.478005 -1.981137 0.04 0.01 -0.02 0.082
H -4.800231 5.420834 1.305184 0.01 0.01 0.01 0.115
H -4.790939 3.458584 2.798225 -0.01 0.00 0.02 0.127
H -4.210499 0.903056 -0.599261 0.02 -0.01 0.02 0.128
H -4.161106 2.859808 -2.059036 -0.54 0.06 0.07 0.138
H -3.229495 -0.312576 0.851256 0.07 -0.03 0.03 0.055
H -4.800166 -2.204855 2.421521 0.00 0.07 0.04 0.121
H -3.233405 -1.650687 3.020365 0.07 -0.02 -0.02 0.126
H -3.804755 -2.958242 0.313117 -0.02 0.03 0.02 0.128
H -3.002038 -3.731444 1.680963 0.01 0.02 0.01 0.127
```
Forces are in eV/Å.

The LUMO energy is -0.03 eV. The calculation puts the HOMO-LUMO gap at 8.120 eV. The HOMO energy comes out at -8.15 eV.

5 unconnected molecules or ions with the total composition C3H14NO4 in a non-equilibrium geometry, computed with ωB97M-V/def2-TZVPD.

Geometry as XYZ:
```
22
Properties=species:S:1:pos:R:3:forces:R:3:nbo_charge:R:1
C -0.755891 -2.860426 -1.141380 3.87 2.24 3.14 -0.068
C 0.320126 -3.512104 -0.655111 -0.35 -1.93 -1.16 -0.326
C 0.471159 -0.843092 -0.933786 -2.92 4.92 0.49 0.119
N -0.696114 -1.392374 -0.867830 0.09 -0.84 -0.65 -0.427
H -1.660540 -3.333321 -1.248289 -2.01 -0.67 -1.37 0.248
H 1.143074 -3.338503 0.041983 -0.31 1.30 -0.47 0.242
H 0.463134 -4.534371 -1.020817 -0.70 -0.03 0.40 0.234
H 0.615399 0.317951 -0.821058 -1.00 -2.30 0.29 0.236
H 1.379081 -1.201295 -1.246770 1.59 -2.14 -0.72 0.230
H -1.600546 -0.851039 -0.660648 1.89 -0.55 0.12 0.494
H -2.473956 3.666249 1.153668 0.91 0.81 0.54 0.488
H -3.071303 2.607620 0.526250 -3.39 -1.75 -1.48 0.464
O -2.224256 2.836222 0.750138 2.40 1.14 0.84 -0.942
H 2.066161 0.595412 -5.090166 -0.67 -0.43 1.29 0.486
H 1.223274 1.421147 -4.118699 0.41 -1.34 -0.05 0.472
O 1.566554 0.494236 -4.233032 0.21 1.75 -1.13 -0.957
H 3.856847 2.631912 5.161326 -3.19 1.86 -1.12 0.469
H 2.366370 2.677625 5.496100 -1.55 -0.82 1.35 0.461
O 2.932330 3.101163 4.895911 4.74 -1.06 -0.24 -0.929
H -1.566030 1.073790 1.027543 0.66 3.16 -0.32 0.494
H -2.594170 0.253261 1.812953 2.79 -0.34 -2.05 0.497
O -1.760704 0.189935 1.171714 -3.46 -3.00 2.30 -0.985
```
Forces are in eV/Å.

The LUMO energy is -4.66 eV. The calculation puts the HOMO-LUMO gap at 8.636 eV. Its total charge is +1. The HOMO energy comes out at -13.29 eV.

C3H8N2O in the gas phase in a non-equilibrium geometry, computed with ωB97M-V/def2-TZVPD.

Geometry as XYZ:
```
14
Properties=species:S:1:pos:R:3:forces:R:3:nbo_charge:R:1
C 2.449813 -0.218556 0.060632 0.82 -0.68 2.50 -0.438
C 0.167544 -0.452042 -0.226954 1.40 1.14 0.09 0.248
C -1.712735 1.173434 0.088837 1.50 0.79 -1.05 -0.462
H 2.802764 0.366450 0.956046 -0.19 -0.57 -0.59 0.202
H 3.306543 -0.044333 -0.642552 -1.23 -0.52 0.03 0.209
H 2.380103 -1.345904 0.516396 0.21 2.37 -1.60 0.166
H 0.332442 -1.541813 -0.102936 -0.14 0.54 0.02 0.164
H -2.015234 1.149204 1.202253 0.49 -0.03 -1.83 0.211
H -2.594180 1.462291 -0.616554 1.60 -0.26 1.54 0.210
H -0.730230 1.872979 -0.087260 -2.74 -1.39 0.52 0.247
H -2.358481 -1.470276 -0.696106 -0.04 -0.38 2.15 0.481
N 1.164513 0.399117 -0.253718 -2.23 -2.34 -0.28 -0.484
N -1.211702 -0.164150 -0.389588 1.45 2.16 1.11 -0.190
O -1.981158 -1.186399 0.191509 -0.90 -0.84 -2.60 -0.564
```
Forces are in eV/Å.

The LUMO energy is 0.87 eV. The calculation puts the HOMO-LUMO gap at 9.784 eV. The HOMO energy comes out at -8.91 eV.